This record from the Open Molecules 2025 dataset describes 6 unconnected molecules or ions with the total composition C41H66I2N3O13 in a non-equilibrium geometry. The level of theory is ωB97M-V/def2-TZVPD.

Structure (ORCA input):
```
! wB97M-V def2-TZVPD RIJCOSX def2/J DEFGRID3
* xyz 1 1
H 1.3274 1.7597 1.9586
C 3.4642 2.0226 -4.2637
C 4.1249 -3.2164 0.0197
C -3.4478 0.8019 -1.1242
O 0.4841 1.9494 -1.0145
H -1.9963 -4.7662 -4.0895
H -3.5313 -4.8346 -3.2304
C -2.8739 0.4667 -8.2972
O 1.9335 -0.0809 7.5548
H 4.6569 2.8865 5.8138
C -7.8702 -0.2259 -4.3218
C 2.0446 2.5214 -4.4199
H 1.3454 2.0251 -3.7568
H 4.0234 -1.4513 1.1821
H 2.5213 0.4158 4.3368
C 3.5567 -1.7910 0.2700
O -0.8879 -0.7729 -8.5357
H 5.2026 1.4463 2.7734
H 3.3456 -3.9528 0.1516
H -0.7902 -3.0376 3.6105
O 3.2167 0.8391 1.5430
H 0.2084 1.7783 3.9049
H 4.7961 0.5534 -3.4697
O -1.7372 -2.8212 -8.8900
C 2.6363 3.6786 0.5807
H -3.0772 0.7981 -9.3159
C 3.5294 1.3083 -1.8823
C 3.2050 2.5150 -1.5045
H -6.8305 -0.1924 -4.6354
H 5.7562 1.8718 4.3660
H -3.5678 -0.2618 -1.0114
O -3.0552 -2.2553 -2.2344
H 0.4549 -0.6339 8.9085
H 2.4921 3.5102 1.6346
N 4.4156 2.4755 -4.9644
H 3.8845 -2.5883 7.7802
H -8.3231 0.7637 -4.3993
H 3.1087 3.3870 -2.0999
H -1.7405 1.4837 -2.1886
H 1.0209 1.7774 5.4441
H 1.2382 3.1424 4.3994
I 1.4202 -1.9726 0.4057
H 4.0476 3.1939 -5.5908
H -1.1405 0.5446 -6.9699
C -0.7011 -2.7640 6.4236
N 3.5709 0.5087 -0.7648
H -9.4526 -2.3754 -2.3661
C 3.5286 -1.6714 8.2411
H 2.0381 3.5668 -4.1178
C 3.6200 2.2228 4.0101
H 3.6750 3.0791 3.3422
C 4.9333 1.4242 3.8284
O -8.6267 -1.3058 -6.3663
H -3.8967 1.0442 -2.0746
H -0.8689 1.2941 -8.5550
H -3.9037 1.3365 -0.2993
C -9.3790 -1.5102 -3.0205
H 1.3847 5.3378 0.4515
H 4.8969 -3.4637 0.7360
H 1.2333 -1.2260 4.9992
H -3.4344 1.1075 -7.6192
O 0.5987 -2.8929 6.0352
C 1.1343 2.0624 4.4053
H -0.6643 -1.2843 3.4588
C -0.5707 -2.1175 4.1550
C 3.7946 0.9253 -3.2977
C 3.6422 2.8158 5.4452
H 1.7136 2.5021 -5.4497
H -10.2085 -0.8340 -2.8026
C -0.3264 2.5265 -0.3087
C 1.5411 -0.5446 8.8690
C -2.1770 -3.3826 -2.3972
C -8.0272 -0.8179 -2.9301
H 3.4459 4.3912 0.4682
H -3.4188 -1.2986 -7.1344
H -1.6073 -0.9795 5.6990
I 6.1139 -0.9119 -1.1925
H 2.4171 -2.1468 10.0855
O -4.4269 -1.0539 -3.5378
H 1.6573 -2.6799 8.5882
C -3.3436 -3.0525 -4.4285
H 0.0875 3.5321 1.5869
C 2.0215 1.0313 2.3531
H 3.0940 2.2073 6.1525
H -2.6087 -2.6250 -5.1129
N 3.0232 2.4635 -0.1395
H 1.4857 0.0927 2.3452
H 1.5105 -2.7743 4.1819
H -4.2213 -3.3832 -4.9762
H 1.8597 0.1969 9.6042
C -2.7418 -4.1656 -3.5737
H -4.0203 -1.3139 -8.8168
C 3.9686 -0.9016 -0.8824
O -1.5944 2.1257 -0.2130
H -2.4495 -2.4752 5.2061
C -3.2026 -1.0184 -8.1667
O -1.1122 -3.1701 7.4704
C 0.8059 -2.2097 4.7889
C 1.3633 4.3347 0.0377
C -1.3748 0.4828 -8.0366
H -0.7227 4.4660 0.3752
H 4.4875 -3.3436 -0.9930
H 4.7813 0.3944 4.1234
H -7.9742 -0.0819 -2.1297
H 3.1072 0.1063 -3.5412
H -1.4148 0.2076 -1.0042
C -1.9021 -1.6785 -8.5876
H 3.4726 -1.2844 -1.7623
H -1.1689 -3.0043 -2.5859
C -1.9470 1.1306 -1.1886
H 3.2605 3.8314 5.4490
C 2.2492 -1.8840 9.0438
C -1.4811 -2.0126 5.3708
H -7.2437 -1.5578 -2.7586
C -8.6635 -1.1969 -5.1773
C -3.7095 -2.0039 -3.3942
H 1.3834 4.4479 -1.0401
O 3.6679 -0.3960 6.1719
H -2.1678 -3.9646 -1.4782
C 2.3682 1.3563 3.8264
H 4.3194 -1.2180 8.8411
C 3.2468 1.2609 0.3081
C 3.0906 -0.6768 7.1871
O -9.4851 -1.9394 -4.3899
C 0.0541 3.7183 0.5174
*
```

The total energy comes out at -3339.4890 Ha. For the frontier orbital gap, the calculation gives 0.3128 Eh. Its max |F| is 2.5 eV/Å.


This record from the Open Molecules 2025 dataset describes C4H9NO in the gas phase in a non-equilibrium geometry. The level of theory is ωB97M-V/def2-TZVPD.

Structure (ORCA input):
```
! wB97M-V def2-TZVPD RIJCOSX def2/J DEFGRID3
* xyz 0 1
H -1.0857 2.0122 -0.4689
O 0.7147 -2.3574 0.8785
C -0.1469 -1.6011 0.1594
H -1.1941 -1.7956 0.3678
H 0.5301 -2.1237 1.7970
H -0.8719 0.4020 1.0772
H -1.5263 0.7934 -1.6952
N -0.0174 -0.1169 0.8636
C 0.4112 0.3978 -0.8016
H 0.0552 -1.8419 -0.8834
H -0.2341 1.9414 -2.0238
H 2.0646 0.3991 0.6713
C -0.6809 1.3217 -1.2355
H 0.9132 1.7877 0.8489
C 1.0681 0.7812 0.4448
*
```

The total energy comes out at -287.6156 Ha. For the frontier orbital gap, the calculation gives 0.3007 Eh. Its max |F| is 1.9 eV/Å. The value obtained for the energy above the lowest of the compared OMol25 structures with the same formula, charge and spin is 136.1 kcal/mol.


| no. | HOMO energy (eV) |
| --- | --- |
| 1 | -11.345 |
| 2 | -7.314 |